A) This record from the OMol25 dataset describes a cluster of 2 separate species, C4H8N2OS in total. The level of theory is the ωB97M-V functional and the def2-TZVPD basis.

Last column: Löwdin charge in e.
Geometry (Å):
S  2.489  0.815  0.135  0.6907
H  -1.353  -2.200  -0.019  0.0564
H  -0.246  -0.897  1.732  0.0696
H  -0.544  -1.897  -1.609  0.0764
H  0.579  -2.113  -0.190  0.0885
O  -0.476  2.300  0.952  -0.0779
N  1.857  1.927  -0.945  -0.3551
C  -0.385  1.257  1.661  -0.3019
H  -0.806  1.453  -0.756  0.0136
N  -0.679  0.532  -1.093  0.1437
H  -0.589  1.342  2.789  0.1314
C  -0.566  -0.307  -0.184  -0.5185
C  -0.293  -0.053  1.166  -0.0747
H  1.626  1.526  -1.807  -0.0010
H  1.709  2.955  -0.824  0.0922
C  -0.476  -1.857  -0.501  -0.0333

Calculated values
LUMO (spin up / spin down) = -2.49 / -2.49 eV
HOMO-LUMO gap (spin up / spin down) = 5.755 / 5.760 eV

B) This record from the OMol25 dataset describes an isolated molecule of C4H8N2OS. The level of theory is the ωB97M-V functional and the def2-TZVPD basis.

Last column: Löwdin charge in e.
Geometry (Å):
C  -0.210  0.131  0.557  -0.8166
O  -0.718  0.848  -0.488  -0.1413
N  2.479  -0.416  -0.633  -0.0029
H  2.265  -0.933  1.305  0.0969
H  1.805  -1.120  -0.945  0.0661
H  2.499  0.322  -1.309  0.0555
H  0.989  1.845  0.713  0.1132
H  -1.797  2.052  -2.291  0.0866
S  -0.752  -1.344  1.125  0.6849
H  -2.810  0.562  -2.930  0.0978
H  0.886  1.012  2.219  0.1364
N  -1.714  0.211  -1.267  0.0077
H  3.101  0.659  1.034  0.1119
C  2.251  0.008  0.758  -0.2742
C  0.961  0.816  1.106  -0.2222
C  -2.089  1.004  -2.188  0.0003

Calculated values
SMILES string = C=NOC(=S)CCN
LUMO = 0.13 eV
HOMO-LUMO gap = 8.756 eV

Structures ranked by computed energy, the most stable listed first: B), A).

A) This record from the OMol25 dataset describes an isolated molecule of C4H8N2OS. The level of theory is the ωB97M-V functional and the def2-TZVPD basis.

Last column: Löwdin charge in e.
Geometry (Å):
S  -2.721  -1.922  1.078  0.7910
H  1.894  0.301  -1.504  0.1092
H  0.228  2.284  -0.641  0.0595
H  -1.698  -2.522  -0.934  0.0906
H  1.308  0.276  1.370  0.1379
H  -3.655  -1.054  0.717  -0.1573
O  -0.566  0.018  0.573  0.0014
C  1.446  -0.263  -0.680  -0.1759
H  1.745  2.460  0.257  0.1023
N  0.355  -1.059  -1.201  0.0919
C  0.775  0.547  0.461  -0.3197
N  -1.651  -1.785  -0.252  -0.3196
H  0.125  2.511  1.031  0.0775
C  0.709  2.045  0.248  -0.0309
H  2.266  -0.846  -0.217  0.1125
C  -0.559  -0.992  -0.306  -0.5702

Calculated values
SMILES string = C[C@@H]1CN=C(NS)O1
LUMO = 0.75 eV
HOMO-LUMO gap = 9.429 eV

B) This record from the OMol25 dataset describes a structure of composition C4H8N2OS. The level of theory is the ωB97M-V functional and the def2-TZVPD basis.

Last column: Löwdin charge in e.
Geometry (Å):
H  1.654  0.361  1.050  0.1006
O  -2.269  1.844  -1.029  -0.2522
C  0.855  -1.581  0.202  -0.1838
N  0.169  0.588  -0.620  -0.3918
C  -0.663  -1.289  0.345  -0.1196
H  -1.376  2.591  -0.472  0.1190
H  0.556  2.111  1.002  -0.0681
S  0.584  2.319  -0.356  0.8587
N  -2.270  0.585  -0.478  -0.0242
H  1.323  -2.231  1.043  0.1266
H  2.049  0.147  -0.915  0.1405
C  -1.062  0.119  -0.304  -0.4207
H  -0.951  -1.079  1.437  0.1280
C  1.355  -0.045  0.024  -0.2686
H  -1.125  -2.257  -0.248  0.1594
H  1.170  -2.183  -0.679  0.0961

Calculated values
LUMO = 0.27 eV
HOMO-LUMO gap = 8.725 eV

C) This record from the OMol25 dataset describes an isolated molecule of C4H8N2OS. The level of theory is the ωB97M-V functional and the def2-TZVPD basis.

Last column: Löwdin charge in e.
Geometry (Å):
C  0.122  -1.320  -1.391  -0.5792
H  -0.844  1.840  2.796  0.0673
C  -1.403  -1.349  -1.843  -0.0619
O  1.702  0.679  1.467  0.0221
H  1.841  -2.176  -1.383  0.0670
N  0.870  -2.274  -1.803  0.0796
H  0.872  2.381  3.084  0.0943
H  -1.686  -0.493  -2.437  0.0542
H  1.379  -0.164  -0.012  0.0662
C  0.571  1.103  1.371  -0.7499
H  -0.057  3.132  1.769  0.1086
H  -1.320  -2.218  -2.561  0.0863
C  0.080  2.151  2.341  -0.0779
H  -2.068  -1.573  -1.014  0.0602
S  -0.573  0.713  0.096  1.0448
N  0.515  -0.432  -0.480  -0.2817

Calculated values
SMILES string = [H]/N=C(/C)NSC(C)=O
LUMO = 0.55 eV
HOMO-LUMO gap = 9.048 eV

Structures ranked by computed energy, the most stable listed first: A), C), B).